{
  "formula": "C14H26F6MnN3O7P",
  "method": "ωB97M-V/def2-TZVPD",
  "elements": ["C", "H", "C", "H", "H", "H", "N", "C", "H", "H", "H", "C", "O", "H", "N", "H", "O", "H", "F", "O", "O", "F", "H", "C", "C", "O", "N", "H", "C", "C", "H", "H", "H", "C", "H", "C", "H", "H", "Mn", "H", "H", "C", "H", "C", "O", "O", "H", "H", "F", "F", "C", "C", "F", "H", "H", "F", "H", "P"],
  "coordinates": [[-0.4970, 2.6056, 3.9751], [-4.7691, 0.9919, -0.0555], [-2.8306, -0.7300, 2.2448], [3.2043, -4.1428, -0.9969], [1.4830, -3.8946, 0.9204], [4.7627, -0.8035, -0.8648], [1.7191, -2.6884, -0.7676], [0.8804, -3.2561, 0.2703], [-4.4593, 1.4499, 1.6244], [0.1289, -2.8703, -2.9402], [-1.0366, 1.8017, 4.4793], [3.9625, -0.0573, -0.9122], [1.9085, 2.7342, 3.8189], [0.2084, 1.0803, -1.6954], [2.9096, -0.4480, -1.8254], [-0.4211, 3.4893, 4.6156], [-1.2510, 2.8940, 2.7905], [1.7484, -4.4244, -1.9635], [-3.0287, 0.1178, 3.2565], [0.8406, 0.9582, 2.9633], [-2.1301, 0.7151, 0.5097], [-4.3033, -2.0483, -0.0221], [0.4583, -2.4442, 0.8616], [-0.1942, 0.4500, -2.4936], [0.9181, 2.0695, 3.5703], [0.5268, 3.0346, 0.6314], [0.3662, -0.8795, -2.3706], [0.0574, 0.8882, -3.4642], [3.3335, -0.6390, -3.1917], [-3.2389, -1.2437, -0.1742], [0.0622, -3.8487, -0.1500], [4.1785, -1.3362, -3.2700], [-1.3637, -1.9108, -2.9492], [0.2250, 4.0466, 1.2372], [1.6033, 5.0959, 0.4520], [2.4226, -3.6494, -1.5847], [-1.2807, 0.4221, -2.3894], [4.3925, 0.8938, -1.2349], [-0.1789, 0.9230, 1.1939], [-0.1626, -1.6808, -4.2276], [2.8820, -3.1419, -2.4277], [-0.2894, -1.8914, -3.1595], [2.4957, -1.0199, -3.7724], [-4.5201, 0.6144, 0.9324], [1.1693, -0.3061, 0.0408], [0.8538, 5.1955, 1.0630], [3.6497, 0.3202, -3.6164], [-0.7256, 4.9005, 2.9537], [-3.5301, -1.8336, 2.5334], [-3.3206, -0.7670, -1.4235], [-3.1477, -0.0813, 0.8596], [-0.9413, 4.1312, 2.2018], [-2.1537, -2.0307, -0.1441], [-5.2827, -0.0848, 1.2642], [3.5323, 0.0700, 0.0785], [-1.5150, -1.0761, 2.3060], [-1.8234, 4.4211, 1.6134], [1.5090, -1.0871, -1.1738]],
  "atomic_forces_ev_per_a": [[0.606, -0.264, 0.113], [-0.027, 0.007, -0.069], [0.112, -0.083, -0.050], [-0.024, 0.019, -0.077], [-0.011, 0.018, 0.005], [0.019, -0.012, -0.012], [-0.292, 0.896, -0.317], [-0.201, 0.074, 0.218], [0.058, 0.014, 0.028], [-0.009, -0.092, -0.030], [-0.012, 0.154, -0.023], [0.078, 0.057, 0.239], [0.123, 0.002, 0.023], [-0.126, 0.067, -0.281], [-0.566, -0.538, 0.388], [-0.038, -0.029, -0.111], [0.060, -0.069, -0.293], [-0.026, 0.041, -0.046], [-0.046, 0.373, 0.058], [-0.061, -0.942, -1.578], [1.395, 1.095, -0.069], [-0.183, -0.067, 0.177], [-0.002, -0.199, 0.054], [0.056, 0.372, -0.015], [-0.799, 1.154, 0.650], [-0.105, -0.698, 0.156], [0.528, -0.362, 0.863], [0.007, 0.076, -0.012], [-0.114, 0.083, -0.136], [-0.200, -0.010, -0.018], [-0.004, -0.036, -0.003], [-0.085, 0.010, 0.020], [0.060, -0.044, 0.039], [0.004, -0.440, -0.144], [-0.182, -0.205, 0.044], [0.168, 0.046, 0.004], [0.015, -0.023, 0.074], [0.025, 0.001, 0.020], [-0.301, -0.088, 0.177], [0.031, -0.085, -0.001], [0.130, -0.094, -0.108], [-0.044, -0.136, -0.041], [0.053, 0.017, -0.155], [0.431, -0.148, -0.009], [-0.796, 0.793, 1.231], [-0.029, 0.186, 0.059], [-0.009, -0.085, -0.026], [-0.089, -0.089, -0.129], [-0.085, -0.134, -0.114], [-0.001, 0.335, -0.229], [-0.124, -0.751, 0.299], [-0.128, -0.042, 0.164], [0.349, -0.178, 0.056], [-0.159, 0.004, 0.019], [0.150, 0.074, 0.053], [0.115, 0.009, -0.043], [0.239, 0.091, 0.076], [0.067, -0.122, -1.168]],
  "lowdin_spin": [0.000, 0.000, 0.001, 0.000, 0.000, 0.000, 0.000, 0.000, 0.000, 0.000, 0.000, 0.000, -0.002, 0.001, 0.001, 0.000, 0.002, 0.000, 0.000, 0.023, 0.022, 0.000, 0.000, 0.002, 0.000, 0.004, 0.000, 0.000, 0.000, 0.001, 0.000, 0.000, 0.000, 0.001, 0.000, 0.000, 0.000, 0.000, 0.933, 0.000, 0.000, 0.000, 0.000, 0.000, 0.011, 0.001, 0.000, 0.000, 0.000, 0.000, 0.002, 0.000, 0.000, 0.000, 0.000, -0.004, 0.000, 0.001],
  "homo_energy_ha": [-0.3198, -0.3138],
  "orbital_gap_ev": [9.0639, 8.9042],
  "e_tot_ev": -90658.69161,
  "spin_multiplicity": 2,
  "de_lowest_kcal_mol": 0.00
}